A.
ORCA calculation (wB97M-V/def2-TZVPD) on C5H6N2 in the gas phase.

```
13
Properties=species:S:1:pos:R:3:lowdin_charge:R:1
C -2.123 -0.332 -0.069 -0.156
C -1.409 0.838 -0.115 -0.170
C -0.171 0.632 -0.219 -0.227
N -0.094 -0.781 -0.142 -0.172
N -1.217 -1.349 0.073 0.055
C 1.444 -0.991 -0.136 0.012
C 1.338 0.690 0.074 -0.056
H -3.312 -0.288 0.254 0.155
H -1.715 1.984 -0.027 0.152
H 2.010 -1.224 0.944 0.157
H 1.717 -1.406 -1.130 0.102
H 1.966 1.313 -0.560 0.087
H 1.567 0.915 1.053 0.059
```

Properties
**Spin multiplicity**: 1
**LUMO level**: 0.892 eV
**Orbital gap**: 0.356 Eh


B.
ORCA calculation (wB97M-V/def2-TZVPD) on 2 unconnected molecules or ions with the total composition C5H6N2.

```
13
Properties=species:S:1:pos:R:3:lowdin_charge:R:1
C 0.303 -2.462 3.215 0.077
C -1.395 1.362 1.543 0.089
C -0.171 -2.307 2.087 -0.316
C 0.214 0.799 -0.306 -0.198
C 1.138 -0.242 -0.274 0.025
N -0.545 -1.935 0.841 -0.005
N -0.489 1.202 0.799 -0.055
H 0.429 -2.825 4.206 0.003
H -0.032 1.126 -1.346 0.130
H 1.173 -0.707 0.645 0.024
H 1.626 -0.612 -1.159 0.086
H -0.071 -1.142 0.356 -0.025
H -0.372 -2.884 0.263 0.166
```

Properties
**Spin multiplicity**: 1
**LUMO level**: -0.032 eV
**Orbital gap**: 0.317 Eh


C.
ORCA calculation (wB97M-V/def2-TZVPD) on a molecular structure, C5H6N2.

```
13
Properties=species:S:1:pos:R:3:lowdin_charge:R:1
C 0.623 -1.140 1.418 -0.035
C -0.624 -0.355 -0.012 -0.420
C -1.124 0.810 -0.778 -0.101
C 0.972 0.660 -0.993 -0.186
C 0.640 -0.266 0.007 -0.171
H 0.721 -0.465 2.395 0.122
H 1.600 -2.025 1.477 0.159
H -1.508 -1.321 1.735 0.149
H -2.175 1.314 -0.894 0.119
H -0.233 1.829 -2.366 0.249
H 1.979 0.734 -1.651 0.150
N -0.841 -1.194 0.938 0.024
N -0.028 1.420 -1.277 -0.061
```

Properties
**Spin multiplicity**: 1
**LUMO level**: 0.972 eV
**Orbital gap**: 0.293 Eh


D.
ORCA calculation (wB97M-V/def2-TZVPD) on C5H6N2 in the gas phase.

```
13
Properties=species:S:1:pos:R:3:lowdin_charge:R:1
H 0.061 2.810 0.227 0.065
N 0.523 1.935 -0.020 0.167
C -0.228 0.933 -0.115 -0.318
C -1.636 0.640 -0.044 -0.051
C -1.726 -0.715 0.026 -0.104
N -0.560 -1.441 -0.333 0.107
C 0.346 -0.584 -0.069 -0.279
C 1.792 -0.861 0.022 -0.036
H -2.434 1.358 0.009 0.097
H -2.620 -1.301 0.173 0.104
H 2.274 -0.614 -0.924 0.089
H 2.246 -0.249 0.800 0.080
H 1.961 -1.911 0.250 0.079
```

Properties
**Spin multiplicity**: 1
**LUMO level**: -0.431 eV
**Orbital gap**: 0.318 Eh


What should be chosen as the least stable of them? Choose C.


A.
ORCA calculation (wB97M-V/def2-TZVPD) on 2 unconnected molecules or ions with the total composition C6H18N3.

```
27
Properties=species:S:1:pos:R:3:lowdin_charge:R:1
C -2.307 -0.576 -1.000 0.016
C -1.440 -0.624 1.483 -0.044
C -1.990 1.561 0.539 -0.005
C 0.601 -1.127 -0.738 0.016
C -1.536 0.069 0.180 -0.531
C -0.120 0.084 -0.326 -0.199
N 1.762 1.343 -0.979 0.038
N 0.486 1.256 -0.509 0.027
N 3.716 -0.196 0.421 0.036
H -1.822 -1.556 -1.313 0.104
H -2.257 0.199 -1.766 0.103
H -3.221 -0.801 -0.477 0.097
H -0.740 -0.136 2.143 0.104
H -2.474 -0.553 1.914 0.123
H -1.317 -1.662 1.542 0.079
H -2.798 1.630 1.172 0.065
H -1.267 2.080 1.190 0.096
H -2.017 2.044 -0.439 0.093
H -0.191 -1.884 -0.792 0.087
H 1.223 -1.569 0.015 0.093
H 1.054 -0.790 -1.673 0.117
H 2.090 2.352 -1.187 0.160
H 2.433 0.985 -0.230 0.067
H 0.093 2.168 -0.245 0.163
H 3.659 -0.440 -0.487 -0.033
H 3.177 -0.838 0.978 0.026
H 4.760 -0.070 0.637 0.103
```

Properties
**Total charge**: +1
**Spin multiplicity**: 1
**LUMO level**: -3.431 eV
**Orbital gap**: 0.379 Eh


B.
ORCA calculation (wB97M-V/def2-TZVPD) on a molecular structure, C6H18N3.

```
27
Properties=species:S:1:pos:R:3:lowdin_charge:R:1
C 2.522 1.591 -1.542 -0.096
C -2.208 1.841 -0.524 -0.058
C -2.383 0.143 1.242 -0.108
C 2.288 0.979 -0.211 -0.239
C -2.422 0.639 -0.169 -0.310
C 0.861 0.715 0.102 -0.127
N -0.125 -2.881 1.358 0.206
N 0.089 -0.301 -0.012 -0.010
N 0.647 -1.535 -0.574 0.044
H 3.568 1.609 -1.589 0.064
H 2.065 2.608 -1.644 0.108
H 2.139 0.907 -2.337 0.102
H -2.419 2.315 -1.515 0.082
H -1.881 2.659 0.111 0.065
H 0.194 -1.613 -1.440 0.107
H -1.697 -0.676 1.398 0.016
H -3.470 -0.204 1.401 0.116
H -2.152 0.979 1.824 0.054
H 2.874 0.004 -0.435 0.127
H 2.668 1.445 0.675 0.118
H -2.817 -0.034 -0.935 0.106
H 0.229 1.501 0.466 0.110
H 0.584 -3.613 1.219 0.138
H 0.037 -2.374 2.230 0.129
H -1.112 -3.118 1.208 0.138
H 1.663 -1.266 -0.757 0.123
H 0.259 -2.318 0.449 -0.004
```

Properties
**Total charge**: +1
**Spin multiplicity**: 1
**LUMO level**: -3.180 eV
**Orbital gap**: 0.341 Eh


What should be chosen as the least stable of them? Choose B.